8
Properties=species:S:1:pos:R:3:forces:R:3:mulliken_charge:R:1 method="wB97M-V/def2-TZVPD" e_homo_ev="-1.90 / -2.65" e_above_lowest_ev=4.811 charge=-1 smiles="O=NCN[O-]" lumo_energy_ev="4.844 / 4.904" homo_lumo_gap_ev="6.75 / 7.55"
O 2.196 -0.366 0.259 -1.25 0.33 -0.55 -0.515
N 1.150 -0.437 -0.548 0.54 0.10 0.54 -0.495
C 0.124 0.545 -0.250 -0.82 -1.08 -1.31 -0.303
N -1.001 -0.233 0.461 1.64 -0.71 1.31 -0.017
O -1.999 -0.692 -0.185 -0.29 0.22 -0.39 -0.556
H 0.537 1.348 0.393 -0.53 -0.14 -0.33 0.397
H -0.450 0.803 -1.222 1.16 0.24 1.50 0.270
H -0.557 -0.968 1.092 -0.44 1.03 -0.76 0.220